Computed, not measured: one molecule with the formula C4H5NO2, with ωB97M-V/def2-TZVPD.

The HOMO energy comes out at -9.72 eV. The energy above the lowest of the compared OMol25 structures with the same formula, charge and spin is 53.6 kcal/mol. The electronic energy comes out at -9811.991 eV. As for the HOMO-LUMO gap: 10.7 eV. Its max |F| is 0.97 eV/Å.

Geometry as ORCA input:
```
! wB97M-V def2-TZVPD RIJCOSX def2/J DEFGRID3
* xyz 0 1
O -1.365 0.528 0.574
C -0.115 0.266 1.169
C 0.908 0.649 0.127
C 0.511 -0.810 0.336
N -0.442 -1.089 -0.719
C -0.987 0.275 -0.758
O 0.145 1.105 -0.972
H -0.041 0.323 2.245
H 1.882 1.099 0.235
H 0.206 -1.195 -1.498
H 1.098 -1.636 0.709
H -1.801 0.485 -1.448
*
```